Entry 1:
{"formula": "C9H26N4O3Rb", "method": "ωB97M-V/def2-TZVPD", "species": ["Rb", "C", "C", "C", "O", "C", "N", "H", "H", "H", "H", "H", "H", "H", "H", "H", "H", "H", "C", "C", "C", "O", "C", "N", "H", "H", "H", "H", "H", "H", "H", "H", "H", "H", "H", "C", "O", "N", "N", "H", "H", "H", "H"], "xyz": [[0.30728, 0.02821, 1.99391], [-3.52660, 3.48025, -0.26011], [-2.29188, 3.52214, 0.74706], [-1.03363, 2.75069, 0.27607], [-1.42842, 1.44445, 0.03126], [-1.48484, 1.04998, -1.29658], [-1.99758, 4.90946, 0.98252], [-3.41338, 3.75826, -1.30796], [-4.45570, 3.92509, 0.09625], [-3.67265, 2.40714, -0.38340], [-2.55611, 3.00879, 1.67159], [-0.31369, 2.91317, 1.07819], [-0.70198, 3.26173, -0.62778], [-0.64938, 0.43682, -1.63446], [-1.52865, 1.93616, -1.92971], [-2.48674, 0.62084, -1.30854], [-2.85569, 5.40547, 0.78831], [-1.28525, 5.19242, 0.32478], [2.11612, -2.41279, -2.29588], [2.47553, -2.08566, -0.82383], [4.07114, -1.72230, -0.81160], [4.29949, -0.53830, -1.56852], [5.65137, -0.46099, -2.06286], [1.58100, -1.06139, -0.44632], [2.67290, -1.89991, -3.08013], [1.08833, -2.18479, -2.57833], [2.13835, -3.49862, -2.38851], [2.13208, -2.86242, -0.14060], [4.70500, -2.53406, -1.16847], [4.22293, -1.36974, 0.20858], [6.31058, -0.29632, -1.21056], [5.85246, 0.37932, -2.72735], [5.93060, -1.34855, -2.63062], [0.70200, -1.38082, -0.82764], [2.00223, -0.31687, -0.98330], [-2.44963, -2.64355, 3.16809], [-1.70099, -1.80413, 2.89001], [-2.49800, -3.24840, 4.31123], [-3.36047, -3.12554, 2.38932], [-1.71334, -3.14966, 4.93945], [-3.34277, -3.78846, 4.43287], [-3.45331, -2.94517, 1.39990], [-4.05871, -3.75196, 2.76369]], "e_lumo_ev": [-5.633, -11.382], "de_lowest_ev": 1.047, "homo_energy_ev": [-13.97, -13.97], "charge": 2, "energy_ha": -826.6641, "spin_multiplicity": 2, "gap_ev": [8.336, 2.586]}



Entry 2:
{"formula": "C9H26O4", "method": "ωB97M-V/def2-TZVPD", "species": ["O", "H", "H", "C", "C", "C", "O", "H", "H", "H", "H", "H", "H", "H", "H", "C", "C", "C", "O", "H", "H", "H", "H", "H", "H", "H", "H", "C", "C", "C", "O", "H", "H", "H", "H", "H", "H", "H", "H"], "xyz": [[-11.58434, -0.09701, 14.44475], [-10.92714, -0.30549, 15.10873], [-11.15099, 0.53132, 13.86714], [-14.93916, -3.12038, 12.07513], [-14.03543, -1.88150, 12.20755], [-14.60117, -0.57142, 11.54165], [-13.85070, -1.76971, 13.60117], [-14.74367, -3.68874, 11.16581], [-15.98889, -2.84586, 11.97116], [-14.99193, -3.80982, 12.91773], [-13.05533, -2.09103, 11.77907], [-14.74052, -0.66919, 10.46502], [-13.91391, 0.25944, 11.70114], [-15.50574, -0.45065, 12.13771], [-13.13775, -1.13914, 13.72640], [-7.79223, 0.05827, 14.51216], [-6.96008, -0.01066, 15.77225], [-5.66065, 0.71139, 15.65018], [-7.76383, 0.54555, 16.74171], [-8.63372, -0.63173, 14.44981], [-7.25983, -0.49295, 13.73705], [-8.12081, 1.07332, 14.28898], [-6.67921, -1.01902, 16.07623], [-4.96846, 0.63928, 16.48909], [-5.82421, 1.78396, 15.54558], [-5.18315, 0.40204, 14.72046], [-8.14125, 1.28783, 16.26403], [-9.72103, -3.46463, 14.82415], [-10.66201, -4.62671, 15.08493], [-11.55589, -4.84924, 13.91485], [-9.91984, -5.83458, 15.30789], [-8.96687, -3.65296, 14.06003], [-9.21858, -3.09038, 15.71612], [-10.29810, -2.55962, 14.63424], [-11.20157, -4.34939, 15.99051], [-12.05010, -3.88071, 13.83869], [-12.27321, -5.64817, 14.10255], [-10.99238, -5.29797, 13.09679], [-9.04122, -5.69748, 15.66958]], "e_lumo_ev": 0.309, "de_lowest_ev": 1.423, "smiles": "CC(C)O.CC(C)O.CC(C)O.O", "homo_energy_ev": -9.74, "charge": 0, "energy_ha": -659.4025, "gap_ev": 10.047}



Entry 3:
{"formula": "C9H26O4", "method": "ωB97M-V/def2-TZVPD", "species": ["O", "H", "H", "C", "C", "C", "O", "H", "H", "H", "H", "H", "H", "H", "H", "C", "C", "C", "O", "H", "H", "H", "H", "H", "H", "H", "H", "C", "C", "C", "O", "H", "H", "H", "H", "H", "H", "H", "H"], "xyz": [[0.52711, -0.95964, 0.38196], [1.04942, -0.89914, 1.18181], [1.12657, -0.69708, -0.31656], [-4.14449, -2.46384, -0.90467], [-2.83552, -1.70043, -0.66096], [-3.06724, -0.36417, 0.04217], [-1.87178, -2.49627, 0.10663], [-4.53547, -2.11373, -1.86001], [-4.88854, -2.25788, -0.13521], [-4.01853, -3.53791, -1.04107], [-2.32805, -1.53322, -1.61103], [-3.35185, 0.40677, -0.67390], [-2.18877, 0.04086, 0.54450], [-3.93092, -0.40370, 0.70594], [-1.00684, -2.08633, 0.03298], [2.03355, 1.64803, 4.27968], [1.83081, 0.93607, 2.88736], [2.42953, 1.77038, 1.72633], [2.40571, -0.29522, 3.00343], [1.42156, 2.54651, 4.35895], [3.09249, 1.88427, 4.38422], [1.86547, 0.92842, 5.08094], [0.78969, 0.74114, 2.63014], [2.47986, 1.04826, 0.91140], [3.39554, 2.25044, 1.88280], [1.76512, 2.48260, 1.23704], [3.26170, -0.01681, 2.66971], [0.11350, -0.61075, -3.06156], [1.08650, 0.45690, -2.83538], [0.54073, 1.67116, -2.03138], [2.01911, -0.13462, -1.93826], [0.58513, -1.52600, -3.41930], [-0.74460, -0.41819, -3.70552], [-0.34215, -0.88251, -2.10940], [1.53131, 0.77026, -3.77987], [1.13770, 2.58166, -2.08330], [0.31883, 1.54134, -0.97213], [-0.36856, 2.06047, -2.48934], [2.81642, -0.36824, -2.41923]], "e_lumo_ev": 0.462, "de_lowest_ev": 1.012, "smiles": "CC(C)O.CC(C)O.CC(C)O.O", "homo_energy_ev": -9.37, "charge": 0, "energy_ha": -659.4176, "gap_ev": 9.827}



Entry 4:
{"formula": "C9H27BBrN5O5P", "method": "ωB97M-V/def2-TZVPD", "species": ["N", "B", "N", "O", "P", "O", "Br", "H", "H", "H", "H", "H", "H", "C", "C", "O", "N", "C", "H", "H", "H", "H", "H", "H", "H", "C", "C", "O", "N", "C", "H", "H", "H", "H", "H", "H", "H", "C", "C", "O", "N", "C", "H", "H", "H", "H", "H", "H", "H"], "xyz": [[-0.26244, -1.44304, 2.60835], [-1.18152, -1.46866, 1.39712], [-0.97672, -2.78876, 0.66824], [-2.60713, -1.25732, 1.78412], [-0.70647, 0.24851, 0.35145], [0.49446, 0.83182, 1.29525], [0.59941, -0.56244, -1.41431], [-0.61628, -0.82865, 3.33490], [-0.22898, -2.37778, 3.00237], [0.01000, -2.91986, 0.46237], [-1.42538, -2.81245, -0.24292], [-3.14064, -1.08373, 0.99770], [0.86297, 0.09154, 1.83177], [3.66450, 1.26120, -5.96452], [3.25693, 0.81069, -4.57192], [3.40111, -0.34385, -4.21571], [2.72945, 1.75357, -3.74665], [2.51135, 3.15244, -4.02497], [4.06134, 0.39294, -6.48237], [2.81168, 1.65310, -6.52059], [4.42972, 2.03804, -5.92446], [2.44015, 1.40811, -2.84032], [3.06445, 3.78753, -3.32846], [1.45327, 3.40930, -3.94228], [2.84040, 3.39210, -5.03212], [-7.97446, -1.47034, 2.52804], [-6.69326, -1.85736, 1.80562], [-6.69959, -2.07409, 0.60310], [-5.57020, -1.94706, 2.54921], [-5.41369, -1.70725, 3.96420], [-8.76991, -1.44524, 1.78885], [-8.22681, -2.19316, 3.30545], [-7.88538, -0.48839, 2.99499], [-4.72068, -2.18710, 2.04935], [-4.69617, -0.90370, 4.13680], [-5.04357, -2.59929, 4.47345], [-6.36528, -1.42944, 4.40978], [3.84205, 1.90029, 1.78665], [3.82072, 0.47902, 1.26528], [3.38624, -0.44320, 1.92746], [4.27265, 0.26687, -0.00417], [4.78543, 1.23025, -0.94496], [3.43069, 1.88083, 2.79148], [4.85649, 2.30313, 1.81347], [3.22488, 2.54954, 1.16478], [4.18572, -0.69285, -0.30265], [4.16643, 1.27588, -1.84503], [5.80687, 0.98960, -1.25092], [4.79524, 2.21871, -0.49228]], "e_lumo_ev": 2.517, "homo_energy_ev": -3.66, "charge": -1, "energy_ha": -3949.5810, "gap_ev": 6.174}